This record from OMol25 describes 7 unconnected molecules or ions with the total composition C54H59N3O12P. The level of theory is ωB97M-V/def2-TZVPD.

XYZ file:
```
129
Properties=species:S:1:pos:R:3
C 3.443 -1.211 -0.757
C 3.049 -2.042 -1.981
C 2.854 -1.274 -3.281
N 1.628 -0.445 -3.353
C 1.619 0.715 -2.517
C 2.704 1.547 -2.509
N 2.703 2.659 -1.766
C 1.659 3.087 -1.016
C 1.960 4.377 -0.273
C 1.126 5.568 -0.759
C 1.980 4.164 1.256
C 3.187 3.320 1.708
C 0.502 2.303 -1.012
P -0.908 2.981 0.008
C -1.075 1.632 1.263
C -2.391 2.808 -1.058
C -2.383 3.820 -2.213
C 0.490 1.082 -1.746
C -0.739 0.215 -1.790
C -0.595 -1.315 -1.632
C -1.422 -1.885 -0.470
N -0.641 -1.980 0.772
H 4.210 -0.473 -1.009
H 3.867 -1.868 0.005
H 2.586 -0.711 -0.297
H 3.851 -2.764 -2.161
H 2.166 -2.638 -1.744
H 3.764 -0.685 -3.469
H 2.780 -1.985 -4.107
H 1.521 -0.134 -4.313
H 3.600 1.345 -3.080
H 3.535 3.234 -1.769
H 2.998 4.621 -0.538
H 1.365 6.436 -0.145
H 0.058 5.386 -0.663
H 1.362 5.805 -1.798
H 1.052 3.701 1.584
H 2.068 5.153 1.707
H 3.580 2.692 0.900
H 4.010 3.962 2.028
H 2.937 2.642 2.523
H -0.709 2.019 2.216
H -2.121 1.343 1.375
H -0.476 0.760 1.007
H -2.586 1.807 -1.438
H -3.219 3.039 -0.376
H -1.837 3.439 -3.079
H -1.933 4.765 -1.906
H -3.410 4.018 -2.516
H -1.235 0.449 -2.741
H -1.422 0.559 -1.021
H 0.436 -1.598 -1.449
H -0.922 -1.793 -2.555
H -2.331 -1.293 -0.325
H -1.729 -2.895 -0.746
H -0.788 -2.862 1.238
H -0.856 -1.244 1.428
C -6.049 5.504 -0.069
C -7.083 5.137 0.682
C -8.287 4.512 0.083
O -9.222 4.173 0.775
C -8.300 4.312 -1.389
C -7.264 4.677 -2.140
C -6.057 5.295 -1.536
O -5.100 5.603 -2.217
H -5.157 5.955 0.347
H -7.093 5.259 1.755
H -9.191 3.857 -1.802
H -7.245 4.542 -3.214
C 4.305 -7.541 -2.217
C 4.152 -6.283 -1.815
C 5.261 -5.547 -1.156
O 5.117 -4.397 -0.791
C 6.543 -6.262 -0.962
C 6.698 -7.519 -1.366
C 5.593 -8.257 -2.022
O 5.726 -9.410 -2.372
H 3.514 -8.105 -2.695
H 3.224 -5.739 -1.939
H 7.329 -5.708 -0.466
H 7.624 -8.063 -1.233
C -8.103 3.369 4.137
C -8.926 2.752 4.980
C -8.487 1.568 5.761
O -9.234 1.005 6.528
C -7.092 1.095 5.561
C -6.271 1.711 4.716
C -6.710 2.899 3.942
O -5.950 3.455 3.172
H -8.415 4.222 3.548
H -9.949 3.073 5.135
H -6.796 0.229 6.140
H -5.251 1.387 4.553
C 7.823 -10.944 3.745
C 7.574 -9.681 3.414
C 7.080 -9.320 2.061
O 6.858 -8.162 1.769
C 6.871 -10.423 1.089
C 7.121 -11.687 1.420
C 7.615 -12.050 2.774
O 7.839 -13.200 3.074
H 8.183 -11.232 4.724
H 7.716 -8.858 4.102
H 6.509 -10.149 0.105
H 6.977 -12.508 0.730
C 2.425 8.895 3.489
C 2.536 9.339 4.738
C 1.664 8.815 5.822
O 1.764 9.216 6.959
C 0.663 7.778 5.457
C 0.554 7.336 4.207
C 1.428 7.858 3.130
O 1.329 7.446 1.990
H 3.045 9.261 2.681
H 3.255 10.094 5.028
H 0.039 7.415 6.263
H -0.169 6.585 3.913
C -2.397 -3.475 -6.175
C -2.502 -2.909 -4.977
C -3.401 -3.468 -3.936
O -3.496 -2.951 -2.841
C -4.181 -4.681 -4.283
C -4.077 -5.250 -5.480
C -3.175 -4.694 -6.522
O -3.074 -5.210 -7.611
H -1.751 -3.088 -6.952
H -1.948 -2.020 -4.702
H -4.831 -5.066 -3.507
H -4.635 -6.135 -5.758
```

Results
Max |F| = 0.440 eV Å⁻¹
Molecular weight = 973.05 g mol⁻¹
Net charge = +1

***

This record from OMol25 describes a molecular structure, C6H14 in a non-equilibrium geometry. The level of theory is ωB97M-V/def2-TZVPD.

XYZ file:
```
20
Properties=species:S:1:pos:R:3
C -0.698 -2.291 1.275
C 0.553 -1.494 1.196
C 0.488 -0.267 0.139
C 1.058 0.992 -0.349
C -0.538 -0.844 -0.834
C -1.512 0.319 -1.122
H -1.307 -1.987 2.135
H -0.986 -1.878 -0.153
H -0.601 -3.331 1.295
H 1.476 -2.065 0.911
H 0.722 -1.048 2.226
H 0.050 0.444 0.814
H 2.028 0.986 -0.698
H 1.046 1.818 0.395
H 1.684 4.627 -1.020
H 1.413 5.375 -1.065
H 0.084 -1.167 -1.737
H -0.954 0.921 -1.843
H -2.490 -0.029 -1.433
H -1.516 0.920 -0.129
```

Results
Max |F| = 3.700 eV Å⁻¹
Molecular weight = 86.18 g mol⁻¹

***

This record from OMol25 describes 2 unconnected molecules or ions with the total composition C3ClN3P in a non-equilibrium geometry. The level of theory is ωB97M-V/def2-TZVPD.

XYZ file:
```
8
Properties=species:S:1:pos:R:3
C 0.526 1.317 -0.574
C 0.385 -0.314 1.492
C -1.131 -0.882 -0.817
N 0.677 2.411 -0.828
N 0.390 -0.487 2.626
N -2.233 -0.938 -1.066
P 0.527 -0.420 -0.275
Cl 2.554 -2.385 -1.824
```

Results
Max |F| = 3.941 eV Å⁻¹
Molecular weight = 144.48 g mol⁻¹
Net charge = +1

***

This record from OMol25 describes a gas-phase ion, C3H7ClN5O (charge +1) in a non-equilibrium geometry. The level of theory is ωB97M-V/def2-TZVPD.

XYZ file:
```
17
Properties=species:S:1:pos:R:3
C -1.423 0.611 -0.269
C -1.581 -0.682 -0.429
C -0.155 1.329 -0.206
N 0.074 2.531 -0.261
N -0.428 -1.470 -0.340
N 0.973 0.411 -0.091
N 0.869 -0.927 1.681
N 0.749 -1.008 0.328
O 1.880 0.615 -1.052
Cl -3.024 -1.544 -0.494
H -2.393 1.127 -0.370
H 0.892 3.049 -0.309
H -0.700 -2.472 -0.262
H 1.409 -0.184 1.973
H -0.014 -0.589 2.037
H 1.488 -1.603 -0.008
H 1.384 0.805 -1.926
```

Results
Max |F| = 5.290 eV Å⁻¹
SMILES = [H]/N=C1/C=C(Cl)N[N@H+](N)N1O
Molecular weight = 164.58 g mol⁻¹
Net charge = +1

***

This record from OMol25 describes a molecular structure, C28H47BrN2OP2V in a non-equilibrium geometry. The level of theory is ωB97M-V/def2-TZVPD.

XYZ file:
```
82
Properties=species:S:1:pos:R:3
N -5.621 1.730 -3.210
C -5.526 2.251 -1.983
C -4.297 2.335 -1.311
C -3.117 1.814 -1.911
C -3.230 1.374 -3.261
C -4.517 1.344 -3.848
C -1.858 1.672 -1.152
V -0.686 0.307 0.087
P 3.106 -0.814 0.083
C -0.501 1.400 -1.571
C 0.657 2.148 -1.003
C 1.811 2.116 -1.803
C 2.846 3.016 -1.608
C 2.928 3.729 -0.421
C 1.849 3.682 0.463
C 0.658 3.016 0.110
Br 4.403 4.849 -0.165
H -1.969 1.904 -0.078
H -0.330 0.967 -2.555
H -4.227 2.847 -0.349
H -2.340 1.138 -3.862
H -6.445 2.578 -1.501
H -4.672 1.006 -4.878
H 1.770 1.468 -2.689
H -0.263 3.184 0.721
H 3.573 3.207 -2.384
H 1.946 4.239 1.389
P -1.348 -1.935 -0.486
C 4.466 0.415 0.344
C 5.868 0.001 -0.124
H 4.529 0.562 1.434
H 4.125 1.372 -0.103
H 6.551 0.859 -0.031
H 6.247 -0.782 0.550
H 5.941 -0.351 -1.160
C 3.018 -0.693 -1.744
C 3.934 -1.633 -2.534
H 3.302 0.339 -1.973
H 1.963 -0.860 -2.013
H 3.537 -1.744 -3.549
H 4.942 -1.227 -2.655
H 4.009 -2.622 -2.072
C 1.901 -0.167 1.315
C 2.369 -0.749 2.672
H 0.868 -0.537 1.042
H 1.950 0.938 1.306
H 1.519 -0.987 3.321
H 2.932 -1.687 2.528
H 3.026 -0.050 3.215
C -0.789 -2.840 1.026
C -1.117 -4.328 0.931
H -1.274 -2.380 1.899
H 0.298 -2.696 1.154
H -2.164 -4.485 0.642
H -0.459 -4.822 0.201
H -0.969 -4.818 1.901
C -0.138 -2.512 -1.760
C -0.442 -2.099 -3.209
H -0.093 -3.606 -1.648
H 0.834 -2.109 -1.422
H -1.310 -2.666 -3.593
H -0.640 -1.011 -3.309
H 0.436 -2.346 -3.839
C -2.995 -2.604 -0.965
C -4.135 -1.722 -0.462
H -3.078 -3.612 -0.535
H -3.001 -2.723 -2.061
H -5.079 -2.235 -0.674
H -4.078 -1.514 0.615
H -4.156 -0.759 -0.980
C -2.709 0.398 4.852
N -1.405 0.935 4.472
C -0.516 1.463 5.496
C -0.987 0.856 3.205
O -1.643 0.277 2.297
H -2.845 0.578 5.921
H -2.770 -0.682 4.657
H -3.507 0.912 4.299
H 0.286 0.751 5.758
H -0.042 2.390 5.138
H -1.089 1.678 6.404
H -0.023 1.361 2.999
```

Results
Max |F| = 3.003 eV Å⁻¹
Molecular weight = 620.49 g mol⁻¹
Net charge = +4
2S+1 = 2

***

This record from OMol25 describes C20H26N2O4 in the gas phase. The level of theory is ωB97M-V/def2-TZVPD.

XYZ file:
```
52
Properties=species:S:1:pos:R:3
C 4.867 1.256 2.447
C 5.417 -0.132 2.150
H 5.605 -0.674 3.082
H 6.334 -0.076 1.559
O 4.506 -0.889 1.351
C 3.504 -1.501 1.985
O 3.358 -1.495 3.179
C 2.586 -2.211 1.011
C 1.984 -1.192 0.036
N 1.051 -1.867 -0.849
C 1.771 -2.836 -1.664
C 2.374 -3.917 -0.773
C 3.335 -3.292 0.230
H 3.721 -4.051 0.913
H 4.179 -2.838 -0.292
H 2.894 -4.649 -1.393
H 1.570 -4.425 -0.240
H 1.077 -3.294 -2.371
H 2.573 -2.345 -2.243
C 0.243 -0.991 -1.691
C -0.981 -1.741 -2.222
C -2.184 -0.920 -1.821
O -3.334 -1.144 -2.085
N -1.728 0.154 -1.078
C -0.355 0.214 -0.962
O 0.245 1.113 -0.434
C -2.589 1.128 -0.500
C -2.409 1.513 0.819
C -3.255 2.461 1.363
C -4.283 3.026 0.622
C -4.464 2.628 -0.707
C -3.608 1.686 -1.257
H -3.741 1.375 -2.282
C -5.564 3.212 -1.537
H -6.533 3.016 -1.078
H -5.451 4.293 -1.619
H -5.562 2.785 -2.535
C -5.188 4.046 1.240
H -6.222 3.703 1.222
H -4.905 4.237 2.272
H -5.142 4.984 0.688
H -3.113 2.765 2.390
H -1.617 1.081 1.409
H -1.068 -2.720 -1.748
H -0.978 -1.885 -3.302
H 0.849 -0.571 -2.518
H 1.457 -0.428 0.606
H 2.797 -0.703 -0.525
H 1.778 -2.669 1.588
H 5.607 1.833 2.994
H 4.625 1.771 1.521
H 3.966 1.175 3.050
```

Results
Max |F| = 0.581 eV Å⁻¹
SMILES = CCOC(=O)[C@@H]1CCCN([C@H]2CC(=O)N(c3ccc(C)c(C)c3)C2=O)C1
Molecular weight = 358.44 g mol⁻¹

***

This record from OMol25 describes C16H15INO6P in the gas phase in a non-equilibrium geometry. The level of theory is ωB97M-V/def2-TZVPD.

XYZ file:
```
40
Properties=species:S:1:pos:R:3
O -0.799 -2.710 -6.601
O 1.657 2.358 0.308
O -0.294 -0.459 -0.785
I -3.940 2.500 7.067
O -0.846 -0.763 -5.365
O 1.801 0.444 -1.763
O 1.598 -2.191 -1.004
C -0.582 -2.104 -5.542
C 0.944 2.108 1.265
C 1.069 -4.837 -3.439
C -2.989 2.329 4.016
C -1.129 2.966 5.453
C 1.495 -4.160 -2.273
C 0.405 -4.178 -4.498
C 0.551 -2.151 -3.259
C -2.147 2.470 2.867
C -0.324 3.090 4.297
C -2.512 2.608 5.297
C 1.249 -2.787 -2.192
C 0.107 -2.816 -4.428
C -0.811 2.904 3.006
N 0.925 0.813 1.770
C 0.000 3.219 1.755
C 1.661 -0.312 1.091
P 1.163 -0.628 -0.669
H -1.232 -0.410 -6.148
H 1.554 1.312 -1.351
H 1.286 -5.908 -3.478
H -4.038 2.112 3.858
H -0.745 3.145 6.453
H 2.003 -4.730 -1.483
H 0.039 -4.723 -5.365
H 0.308 -1.101 -3.178
H -2.509 2.214 1.882
H 0.723 3.397 4.378
H 0.163 0.614 2.427
H -0.677 3.548 0.990
H 0.581 4.137 1.907
H 1.554 -1.242 1.658
H 2.737 -0.078 1.075
```

Results
Max |F| = 2.796 eV Å⁻¹
SMILES = O=C(Cc1ccc(I)cc1)NC[P@@](=O)(O)Oc1cccc(C(=O)O)c1
Molecular weight = 475.18 g mol⁻¹

***

This record from OMol25 describes 2 unconnected molecules or ions with the total composition C3H10N4 in a non-equilibrium geometry. The level of theory is ωB97M-V/def2-TZVPD.

XYZ file:
```
17
Properties=species:S:1:pos:R:3
C 0.699 -0.895 -0.055
C -0.675 -0.773 0.122
C 1.677 0.080 0.199
N -1.522 -1.713 -0.268
N 2.937 -0.125 -0.033
N -1.250 0.385 0.697
N -0.859 1.932 -0.481
H 1.046 -1.839 -0.461
H 1.402 1.063 0.581
H -1.187 -2.564 -0.705
H -2.522 -1.677 -0.114
H 3.643 0.581 0.163
H 3.278 -1.002 -0.422
H -2.270 0.375 0.798
H -0.771 0.776 1.515
H -1.374 2.689 -0.020
H -1.339 1.696 -1.352
```

Results
Max |F| = 3.771 eV Å⁻¹
Molecular weight = 102.14 g mol⁻¹
Net charge = +2

***

This record from OMol25 describes 9 unconnected molecules or ions with the total composition C40H45F15N4O10 in a non-equilibrium geometry. The level of theory is ωB97M-V/def2-TZVPD.

XYZ file:
```
114
Properties=species:S:1:pos:R:3
N -5.464 1.385 0.703
C -6.034 2.549 1.129
C -6.172 3.668 0.332
C -5.745 3.596 -1.023
C -5.149 2.351 -1.465
C -5.056 1.276 -0.558
H -6.393 2.450 2.143
H -6.621 4.610 0.612
H -6.021 4.415 -1.671
H -4.661 2.260 -2.424
H -4.569 0.345 -0.808
N -3.829 -2.379 2.372
C -2.925 -3.323 2.053
C -2.788 -3.869 0.807
C -3.684 -3.491 -0.216
C -4.676 -2.552 0.057
C -4.701 -2.023 1.358
H -2.131 -3.638 2.714
H -2.005 -4.604 0.692
H -3.600 -3.933 -1.198
H -5.359 -2.306 -0.743
H -5.546 -1.442 1.695
N 3.111 -0.237 -2.860
C 4.100 -0.051 -3.751
C 5.073 0.894 -3.655
C 5.058 1.733 -2.546
C 4.041 1.613 -1.670
C 3.056 0.624 -1.819
H 4.044 -0.642 -4.653
H 6.005 1.009 -4.188
H 5.839 2.463 -2.392
H 3.995 2.381 -0.912
H 2.254 0.528 -1.102
N 2.888 -1.375 3.181
C 1.889 -1.475 2.228
C 0.537 -1.609 2.578
C 0.232 -1.745 3.951
C 1.227 -1.718 4.893
C 2.540 -1.482 4.475
H 2.209 -1.479 1.196
H -0.151 -1.842 1.778
H -0.794 -1.838 4.274
H 1.006 -1.894 5.936
H 3.345 -1.457 5.194
C -1.987 -2.068 -5.784
C -2.497 -3.349 -5.152
O -1.590 -4.392 -5.575
C -1.493 -5.556 -4.818
O -2.317 -5.907 -3.952
C -0.253 -6.399 -5.071
F 0.548 -6.270 -3.984
F -0.561 -7.680 -5.229
F 0.450 -5.903 -6.128
H -1.921 -2.167 -6.867
H -1.019 -1.737 -5.409
H -2.632 -1.217 -5.567
H -3.507 -3.510 -5.528
H -2.504 -3.293 -4.063
C -4.862 7.249 0.242
C -3.444 6.635 0.141
O -3.298 5.781 1.308
C -2.314 4.902 1.372
O -1.397 4.876 0.565
C -2.411 3.901 2.488
F -3.318 4.251 3.406
F -2.726 2.655 2.107
F -1.250 3.877 3.125
H -4.860 8.063 0.966
H -5.597 6.475 0.461
H -5.105 7.587 -0.766
H -2.699 7.427 0.060
H -3.447 6.007 -0.750
C 0.982 3.630 5.869
C 2.075 2.559 5.594
O 2.462 2.709 4.209
C 1.605 2.125 3.204
O 0.684 1.341 3.507
C 1.932 2.532 1.737
F 3.006 3.266 1.551
F 2.046 1.460 1.015
F 0.933 3.224 1.238
H -0.015 3.450 5.467
H 1.503 4.535 5.558
H 0.879 3.775 6.944
H 1.669 1.601 5.922
H 2.913 2.766 6.259
C 4.924 -2.868 -0.469
C 6.164 -2.049 -1.070
O 7.265 -2.065 -0.175
C 8.127 -3.107 -0.202
O 8.041 -4.104 -0.892
C 9.297 -2.901 0.835
F 10.265 -2.336 0.169
F 8.896 -2.223 1.932
F 9.660 -4.160 1.252
H 4.396 -2.522 0.420
H 5.265 -3.881 -0.255
H 4.163 -2.840 -1.249
H 5.705 -1.061 -1.089
H 6.448 -2.355 -2.077
C -1.434 1.538 -0.854
C -1.127 0.345 0.012
O -0.243 -0.615 -0.607
C -0.804 -1.589 -1.402
O -1.966 -1.512 -1.862
C 0.093 -2.844 -1.642
F 1.230 -2.781 -1.007
F -0.535 -3.888 -1.226
F 0.289 -2.973 -2.987
H -1.504 1.123 -1.859
H -0.663 2.309 -0.849
H -2.380 1.992 -0.559
H -1.950 -0.253 0.401
H -0.659 0.665 0.943
```

Results
Max |F| = 5.014 eV Å⁻¹
SMILES = CCOC(=O)C(F)(F)F.CCOC(=O)C(F)(F)F.CCOC(=O)C(F)(F)F.CCOC(=O)C(F)(F)F.CCOC(=O)C(F)(F)F.c1ccncc1.c1ccncc1.c1ccncc1.c1ccncc1
Molecular weight = 1026.79 g mol⁻¹

***

This record from OMol25 describes C2H6N2S in the gas phase in a non-equilibrium geometry. The level of theory is ωB97M-V/def2-TZVPD.

XYZ file:
```
11
Properties=species:S:1:pos:R:3
C 0.805 -0.348 -0.191
C -0.487 0.513 -0.263
H 2.181 0.754 1.176
H 2.817 -0.107 -0.415
H 0.294 -1.133 0.415
H 0.842 -0.920 -1.307
H -0.399 1.546 -0.687
H -3.677 -0.528 1.256
N 2.077 0.313 0.155
N -1.457 -0.278 -0.065
S -2.996 0.186 -0.073
```

Results
Max |F| = 4.519 eV Å⁻¹
SMILES = NC/C=N/S
Molecular weight = 90.15 g mol⁻¹

***

For reference, electronic energy by record: -95271.4613, -6439.3831, -29376.5344, -25231.3607, -149087.2207, -32333.9393, -48002.1501, -9213.7855, -109405.5819, -15983.1319 eV.